Here is C4H8N2OS in the gas phase in a non-equilibrium geometry from the Open Molecules 2025 dataset. Energies are from ωB97M-V/def2-TZVPD.

Structure (XYZ):
```
16
Properties=species:S:1:pos:R:3:lowdin_charge:R:1
C 2.423 0.678 0.076 -0.38
H 0.262 -0.723 1.656 0.12
C -1.561 -1.080 0.247 -0.13
H -1.251 0.786 1.012 0.14
H -1.495 -1.773 1.206 0.14
N 2.669 -0.340 -0.687 -0.18
S 1.238 -1.429 -0.403 0.91
N -1.110 1.054 -1.098 0.05
H -2.611 -0.901 0.045 0.07
H -0.519 0.730 -1.860 0.06
H 2.912 1.521 -0.118 0.09
H -0.745 2.110 -1.053 0.14
C 0.489 -0.187 0.703 -0.59
C -0.836 0.299 0.096 -0.48
H -1.273 -1.566 -0.653 0.02
O 1.408 0.820 0.832 0.00
```

Summary:
2S+1: 1
ΔE to the lowest compared entry with this formula, charge and spin: 2.8215 eV
SMILES: C[C@H](N)[C@@H]1OC=NS1
Kohn-Sham gap: 0.333 Eh
E_tot: -740.05833 hartree
HOMO level: -8.4 eV

Here is C4H8N2S in the gas phase from the Open Molecules 2025 dataset. Energies are from ωB97M-V/def2-TZVPD.

Structure (XYZ):
```
15
Properties=species:S:1:pos:R:3:lowdin_charge:R:1
H -3.296 2.024 -0.127 0.06
N 0.028 -0.478 0.242 -0.40
N -2.388 0.386 0.558 0.02
C -1.381 -0.580 0.592 -0.37
S 0.965 0.878 -0.171 0.81
H 3.327 0.770 -0.080 0.02
H 2.581 -0.796 0.338 0.03
H -1.529 -1.238 1.444 0.13
H -1.102 -0.729 -1.598 0.10
H 2.639 0.517 1.546 0.03
C 2.546 0.276 0.491 -0.39
H -0.670 -2.262 -0.707 0.10
C -2.422 1.393 -0.189 -0.05
C -0.827 -1.191 -0.657 -0.15
H -1.637 1.701 -0.888 0.05
```

Summary:
2S+1: 1
ΔE to the lowest compared entry with this formula, charge and spin: 3.2630 eV
SMILES: C=N[C@H]1CN1SC
Kohn-Sham gap: 0.351 Eh
E_tot: -664.81286 hartree
HOMO level: -8.6 eV

Here is C4H8N2S in the gas phase in a non-equilibrium geometry from the Open Molecules 2025 dataset. Energies are from ωB97M-V/def2-TZVPD.

Structure (XYZ):
```
15
Properties=species:S:1:pos:R:3:lowdin_charge:R:1
H 0.406 -1.132 1.240 0.06
H 0.405 -2.402 -0.567 0.11
C -0.103 1.496 -0.119 -0.39
C 1.299 0.870 0.119 -0.27
H -1.066 -1.661 -1.426 0.10
C -0.242 -1.509 -0.761 -0.21
H 2.080 1.282 0.889 0.14
N 0.629 -0.469 -1.474 -0.14
H -0.292 1.374 -1.243 0.09
S -1.222 0.499 1.071 0.82
C -0.558 -1.078 0.703 -0.58
H -1.277 -1.907 0.887 0.09
H 1.023 -0.854 -2.366 0.13
H -0.200 2.574 0.044 0.06
N 1.670 -0.094 -0.561 -0.02
```

Summary:
2S+1: 1
ΔE to the lowest compared entry with this formula, charge and spin: 3.2196 eV
SMILES: C1=NNCCSC1
Kohn-Sham gap: 0.339 Eh
E_tot: -664.81445 hartree
HOMO level: -8.3 eV

Here is C4H8N2S in the gas phase in a non-equilibrium geometry from the Open Molecules 2025 dataset. Energies are from ωB97M-V/def2-TZVPD.

Structure (XYZ):
```
15
Properties=species:S:1:pos:R:3:lowdin_charge:R:1
H -1.216 2.722 0.044 0.06
H 1.558 0.691 -0.464 0.13
N 0.324 -0.986 0.004 -0.17
H 0.284 -2.961 -0.348 0.06
S 2.562 -2.332 0.071 0.56
H -1.873 -0.906 0.362 0.12
H 1.525 0.239 1.290 0.12
C 0.930 0.281 0.358 -0.15
H -0.966 1.902 -1.336 0.09
H -0.698 1.113 1.448 0.14
H -1.346 -0.285 -1.176 0.12
C -1.019 -0.396 -0.129 -0.07
C -0.447 0.927 0.405 -0.35
N -0.551 2.127 -0.410 0.04
C 0.932 -2.136 -0.119 -0.70
```

Summary:
2S+1: 1
ΔE to the lowest compared entry with this formula, charge and spin: 1.7508 eV
SMILES: NC1CN(C=S)C1
Kohn-Sham gap: 0.323 Eh
E_tot: -664.86843 hartree
HOMO level: -8.1 eV

Here is 2 unconnected molecules or ions with the total composition C4H8N2S in a non-equilibrium geometry from the Open Molecules 2025 dataset. Energies are from ωB97M-V/def2-TZVPD.

Structure (XYZ):
```
15
Properties=species:S:1:pos:R:3:lowdin_charge:R:1
H 0.953 -0.985 0.097 0.05
H -2.740 -1.869 2.049 0.08
C 0.710 -0.003 0.425 -0.14
H -4.104 -0.594 1.637 0.06
H 2.626 1.370 -2.090 0.07
H 2.609 -0.307 -1.493 0.06
H 1.291 0.310 1.373 0.11
H 3.216 0.914 -0.544 0.06
N -2.340 -0.742 -0.826 0.21
C 2.518 0.693 -1.260 -0.13
S 0.401 2.359 -0.944 0.70
C 1.218 0.996 -0.651 -0.87
N -2.770 -0.894 0.201 -0.24
C -3.207 -1.134 1.349 -0.08
H -0.381 -0.113 0.677 0.04
```

Summary:
2S+1: 1
ΔE to the lowest compared entry with this formula, charge and spin: 3.7197 eV
Kohn-Sham gap: 0.316 Eh
E_tot: -664.79607 hartree
HOMO level: -8.3 eV

Here is C4H8N2S in the gas phase in a non-equilibrium geometry from the Open Molecules 2025 dataset. Energies are from ωB97M-V/def2-TZVPD.

Structure (XYZ):
```
15
Properties=species:S:1:pos:R:3:lowdin_charge:R:1
S -2.689 -0.248 -0.171 0.79
H 1.869 1.287 -0.451 0.13
H 1.302 0.630 1.127 0.13
H -0.102 2.783 0.054 0.05
C 1.202 -0.875 -0.317 -0.17
C 1.131 0.620 0.037 -0.12
H -0.625 -2.274 -0.494 0.12
H -2.756 0.455 0.989 -0.12
C -0.248 -1.367 0.047 -0.21
N -0.853 2.124 -0.195 0.11
H 1.951 -1.436 0.208 0.09
H 1.402 -1.024 -1.389 0.11
H -0.285 -1.493 1.164 0.12
N -1.006 -0.175 -0.354 -0.51
C -0.295 0.992 -0.255 -0.53
```

Summary:
2S+1: 1
ΔE to the lowest compared entry with this formula, charge and spin: 1.1955 eV
SMILES: [H]/N=C1\CCCN1S
Kohn-Sham gap: 0.353 Eh
E_tot: -664.88884 hartree
HOMO level: -8.7 eV

Here is C4H8N2S in the gas phase in a non-equilibrium geometry from the Open Molecules 2025 dataset. Energies are from ωB97M-V/def2-TZVPD.

Structure (XYZ):
```
15
Properties=species:S:1:pos:R:3:lowdin_charge:R:1
N -0.675 0.377 0.075 -0.07
C -0.783 0.415 -1.345 -0.17
H -2.787 0.539 -0.324 0.10
H -0.763 1.421 -1.782 0.11
C 0.229 -0.364 0.867 -0.48
H 1.699 0.995 1.550 0.06
H -0.201 -0.297 -1.939 0.10
C 1.657 0.093 1.008 -0.48
C -1.928 -0.076 -0.541 -0.10
S 2.496 0.236 -0.594 0.72
H -1.131 -1.598 1.386 0.04
H 2.254 1.555 -0.740 -0.13
H 2.147 -0.689 1.556 0.06
N -0.128 -1.452 1.433 0.14
H -2.087 -1.154 -0.608 0.11
```

Summary:
2S+1: 1
ΔE to the lowest compared entry with this formula, charge and spin: 2.2830 eV
SMILES: [H]/N=C(/CS)N1CC1
Kohn-Sham gap: 0.363 Eh
E_tot: -664.84888 hartree
HOMO level: -9.1 eV

Here is C4H8N2Si in the gas phase in a non-equilibrium geometry from the Open Molecules 2025 dataset. Energies are from ωB97M-V/def2-TZVPD.

Structure (XYZ):
```
15
Properties=species:S:1:pos:R:3:lowdin_charge:R:1
C 0.985 -0.457 1.194 -0.22
N -0.005 0.169 0.572 -0.13
Si -1.688 -0.107 0.200 0.50
H -2.449 -0.896 -2.222 0.02
H 1.352 2.639 -0.757 0.09
C 2.251 0.107 1.182 -0.19
H -0.774 -0.224 -2.042 0.02
H -2.628 -1.069 1.063 -0.05
H 0.791 -1.251 1.813 0.08
C 1.646 1.712 -0.288 0.15
H -2.215 1.258 0.200 -0.07
N 2.398 1.135 0.406 0.00
H 3.090 -0.251 1.668 0.08
C -1.552 -0.873 -1.563 -0.27
H -1.201 -1.891 -1.427 0.00
```

Summary:
2S+1: 1
ΔE to the lowest compared entry with this formula, charge and spin: 2.3782 eV
Kohn-Sham gap (alpha / beta): 0.304 / 0.304 Eh
E_tot: -556.10434 hartree
HOMO level (alpha / beta): -7.9 / -7.9 eV

Here is C4H8N2Si2 in the gas phase in a non-equilibrium geometry from the Open Molecules 2025 dataset. Energies are from ωB97M-V/def2-TZVPD.

Structure (XYZ):
```
16
Properties=species:S:1:pos:R:3:lowdin_charge:R:1
Si -1.803 -0.141 -2.458 0.67
H 1.362 1.501 1.993 0.10
C -0.439 0.365 -1.134 -0.56
Si 1.224 -1.713 2.044 0.67
C 0.711 -0.263 1.021 -0.35
C 0.841 1.085 1.127 -0.11
H 0.923 -1.376 3.329 -0.12
H -1.851 -1.676 -2.606 -0.08
H 2.718 -1.683 1.933 -0.06
H -3.110 0.068 -1.899 -0.12
H 0.609 3.081 0.171 0.12
N -0.138 -0.623 -0.292 0.04
N -0.187 1.672 -0.994 0.04
H 0.301 -2.836 1.490 -0.03
C 0.441 1.991 0.106 -0.14
H -1.604 0.549 -3.831 -0.08
```

Summary:
2S+1: 1
ΔE to the lowest compared entry with this formula, charge and spin: 0.0000 eV
SMILES: [SiH3]c1ccnc([SiH3])n1
Kohn-Sham gap: 0.355 Eh
E_tot: -845.60778 hartree
HOMO level: -9.7 eV

Here is a gas-phase ion, C4H8N3 (charge +1) in a non-equilibrium geometry from the Open Molecules 2025 dataset. Energies are from ωB97M-V/def2-TZVPD.

Structure (XYZ):
```
15
Properties=species:S:1:pos:R:3:lowdin_charge:R:1
C 1.474 -0.336 0.664 -0.11
H -1.149 -1.419 -1.221 0.07
H 2.100 -1.151 0.560 0.11
C 1.466 0.621 -0.336 0.03
H -0.769 1.405 -0.996 0.17
C -0.536 -0.022 1.779 -0.14
N -0.818 -0.583 -1.503 0.14
N 0.677 -0.302 1.727 0.12
H 1.951 0.308 -1.376 0.15
C -0.641 0.366 -0.616 -0.24
H 1.527 1.605 -0.071 0.07
N -1.267 0.217 0.657 0.08
H -0.654 -0.535 -2.578 0.20
H -1.002 -0.150 2.678 0.12
H -2.360 -0.024 0.632 0.24
```

Summary:
2S+1: 1
ΔE to the lowest compared entry with this formula, charge and spin: 4.4973 eV
SMILES: C=C/N=C\NC=[NH2+]
Kohn-Sham gap: 0.317 Eh
E_tot: -321.12604 hartree
Net charge: +1
HOMO level: -13.5 eV

Here is a gas-phase ion, C4H8N3 (charge +1) in a non-equilibrium geometry from the Open Molecules 2025 dataset. Energies are from ωB97M-V/def2-TZVPD.

Structure (XYZ):
```
15
Properties=species:S:1:pos:R:3:lowdin_charge:R:1
H -2.917 2.475 -0.268 0.12
H 1.130 -0.545 -0.881 0.11
H 0.641 2.471 -2.336 0.06
H -2.113 0.800 1.146 0.21
N -1.465 0.977 0.286 0.02
N 1.132 -1.343 -0.242 0.17
N -1.126 2.569 -1.349 -0.01
C -0.343 0.371 0.030 -0.11
H 0.875 -2.276 -0.621 0.18
C 0.059 -0.873 0.731 -0.14
H 2.133 -1.347 0.066 0.19
H 0.426 -0.654 1.777 0.16
C -1.877 2.207 -0.407 -0.17
H -0.777 -1.430 0.874 0.09
C -0.222 2.017 -1.920 0.10
```

Summary:
2S+1: 1
ΔE to the lowest compared entry with this formula, charge and spin: 7.0572 eV
Kohn-Sham gap (alpha / beta): 0.281 / 0.281 Eh
E_tot: -321.03196 hartree
Net charge: +1
HOMO level (alpha / beta): -11.3 / -11.3 eV

Here is a molecular structure, C4H8N3 in a non-equilibrium geometry from the Open Molecules 2025 dataset. Energies are from ωB97M-V/def2-TZVPD.

Structure (XYZ):
```
15
Properties=species:S:1:pos:R:3:lowdin_charge:R:1
H 2.414 -0.241 1.123 0.13
C -0.829 1.619 -0.831 0.25
H 2.937 0.083 -0.523 0.08
H 0.180 1.622 -1.134 0.12
C 2.203 -0.495 0.025 -0.05
C -0.131 -0.261 0.132 -0.41
N -0.994 -1.180 0.727 0.14
H -2.379 0.006 1.619 0.19
H -3.083 -0.548 -0.026 0.16
C -2.097 -0.310 0.475 -0.07
N -1.161 0.615 -0.169 0.04
N 0.944 0.104 -0.240 0.05
H 2.231 -1.521 -0.265 0.08
H -0.911 -1.957 1.414 0.19
H -1.512 2.317 -1.148 0.11
```

Summary:
2S+1: 1
ΔE to the lowest compared entry with this formula, charge and spin: 5.3993 eV
Kohn-Sham gap: 0.321 Eh
E_tot: -321.09289 hartree
Net charge: +1
HOMO level: -13.9 eV

Here is a gas-phase ion, C4H8N3O (charge +1) in a non-equilibrium geometry from the Open Molecules 2025 dataset. Energies are from ωB97M-V/def2-TZVPD.

Structure (XYZ):
```
16
Properties=species:S:1:pos:R:3:lowdin_charge:R:1
C -0.388 -0.831 0.107 -0.21
H -2.256 -0.174 0.472 0.17
N 1.765 -1.365 -0.271 0.09
H -0.498 2.295 -0.113 0.15
H 0.085 -2.681 -0.650 0.24
C 0.568 0.449 0.626 -0.12
H 0.411 0.772 1.620 0.14
H 0.171 1.159 -1.355 0.08
C 0.407 1.535 -0.389 -0.05
N 0.469 -1.710 -0.353 0.07
H -2.168 -1.914 0.281 0.14
H 2.463 -2.194 -0.189 0.23
O 3.012 0.405 0.497 0.17
H 1.303 2.148 -0.512 0.10
C 1.958 -0.131 0.406 -0.42
N -1.679 -1.032 0.270 0.21
```

Summary:
2S+1: 1
ΔE to the lowest compared entry with this formula, charge and spin: 2.9262 eV
SMILES: C[C@H]1C(=[NH2+])NNC1=O
Kohn-Sham gap: 0.372 Eh
E_tot: -396.42871 hartree
Net charge: +1
HOMO level: -14.0 eV

Here is 2 unconnected molecules or ions with the total composition C4H8N3O in a non-equilibrium geometry from the Open Molecules 2025 dataset. Energies are from ωB97M-V/def2-TZVPD.

Structure (XYZ):
```
16
Properties=species:S:1:pos:R:3:lowdin_charge:R:1
N -1.766 0.765 -0.421 0.11
H 2.403 -1.561 0.665 0.12
N -2.116 3.127 -0.255 0.18
C 0.720 -0.971 -1.341 0.05
H 1.832 -1.183 -1.426 0.13
H -3.056 3.567 0.026 0.16
O -1.679 -2.504 0.255 0.38
H 0.616 0.154 -1.346 0.11
N 0.319 -1.485 0.009 -0.09
H 1.136 -2.237 1.846 0.11
H -2.647 0.403 -0.217 0.06
C -0.822 -1.806 0.144 -0.25
H 1.456 -0.548 1.546 0.13
C 1.359 -1.547 1.038 0.04
H 0.095 -1.519 -2.051 0.12
C -1.971 1.977 -0.459 -0.36
```

Summary:
2S+1: 1
ΔE to the lowest compared entry with this formula, charge and spin: 4.9754 eV
Kohn-Sham gap: 0.333 Eh
E_tot: -396.35340 hartree
Net charge: +1
HOMO level: -13.4 eV

Here is a gas-phase ion, C4H8N3O2 (charge -1) in a non-equilibrium geometry from the Open Molecules 2025 dataset. Energies are from ωB97M-V/def2-TZVPD.

Structure (XYZ):
```
17
Properties=species:S:1:pos:R:3:lowdin_charge:R:1
O 1.493 1.353 -3.040 -0.18
C -2.381 0.742 0.895 -0.15
H -3.265 0.843 1.695 0.09
H -1.160 -0.666 2.156 0.07
H 2.667 -1.626 -0.528 0.16
O 1.494 -1.261 1.569 -0.12
H -0.432 0.088 -0.678 0.04
N 1.683 -1.192 -0.828 0.01
H -2.647 -0.113 0.140 0.08
N 1.880 -0.233 -1.762 -0.08
C -0.149 -0.162 0.318 -0.17
C -1.076 0.122 1.460 -0.31
C 1.021 -0.795 0.495 -0.57
N 1.141 0.776 -2.002 -0.14
H -0.705 0.921 2.226 0.11
H -2.170 1.566 0.316 0.01
H 2.607 -0.364 -2.432 0.13
```

Summary:
2S+1: 1
ΔE to the lowest compared entry with this formula, charge and spin: 2.6079 eV
SMILES: CC/C=C(\[O-])NNN=O
Kohn-Sham gap: 0.251 Eh
E_tot: -471.83418 hartree
Net charge: -1
HOMO level: -2.6 eV

Here is C4H8N3OP in the gas phase in a non-equilibrium geometry from the Open Molecules 2025 dataset. Energies are from ωB97M-V/def2-TZVPD.

Structure (XYZ):
```
17
Properties=species:S:1:pos:R:3:lowdin_charge:R:1
H -2.299 -3.125 0.334 0.05
C 0.892 -0.476 0.020 -0.45
H 1.589 -0.965 -1.564 0.02
C -1.747 -1.320 0.141 -0.35
C -1.947 1.108 -0.980 -0.02
N -1.644 0.006 -0.074 -0.06
H -1.338 0.860 -1.942 0.11
H 4.195 -1.391 0.770 -0.10
N -2.559 -2.197 0.077 0.16
H -1.544 1.983 -0.497 0.08
H 3.230 -1.274 -1.143 -0.10
H -0.461 -0.091 1.663 0.14
H -2.960 1.239 -1.191 0.06
P 3.581 -0.352 -0.044 0.75
N 2.036 -0.466 0.675 -0.27
C -0.484 -0.501 0.623 -0.08
O 0.748 -0.632 -1.311 0.06
```

Summary:
2S+1: 1
ΔE to the lowest compared entry with this formula, charge and spin: 4.6699 eV
SMILES: [H]/N=C1\[C@@H](/C(O)=N/P)N1C
Kohn-Sham gap: 0.343 Eh
E_tot: -737.95440 hartree
HOMO level: -8.7 eV